No. 1
A structure of composition C17H41NbO7P at a distorted geometry, computed with ωB97M-V/def2-TZVPD.

Spin multiplicity: 1
Net charge: -1
E_HOMO: -4.2 eV
LUMO level: 1.769 eV
Strongest force on any atom: 2.0 eV Å⁻¹

Geometry (Å):
1 C -0.564 0.197 1.649
2 C -0.988 0.435 0.188
3 C -0.182 1.522 -0.508
4 C -0.217 2.941 0.081
5 C 0.338 3.968 -0.933
6 Nb -2.211 3.872 0.611
7 P -3.469 3.249 -1.666
8 O -2.975 4.052 -2.818
9 O -5.082 3.394 -1.541
10 O -3.425 1.646 -2.042
11 H -0.068 -0.770 1.740
12 H -1.433 0.190 2.306
13 H 0.110 0.973 2.012
14 H -2.059 0.640 0.132
15 H -0.824 -0.489 -0.370
16 H 0.865 1.167 -0.509
17 H -0.472 1.585 -1.561
18 H 0.441 2.962 0.953
19 H 0.528 3.487 -1.895
20 H 1.288 4.383 -0.587
21 H -0.312 4.833 -1.133
22 H -2.159 5.634 0.113
23 H -3.781 4.550 1.286
24 H -3.090 2.515 1.451
25 H -1.609 4.351 2.265
26 H -5.431 2.806 -0.852
27 H -2.659 1.455 -2.604
28 C 2.511 -4.130 0.505
29 C 2.455 -3.000 1.514
30 O 1.936 -1.945 1.247
31 C 3.086 -3.271 2.860
32 H 2.027 -3.816 -0.416
33 H 3.548 -4.404 0.303
34 H 2.006 -5.013 0.900
35 H 4.146 -3.505 2.735
36 H 2.610 -4.131 3.334
37 H 2.987 -2.401 3.503
38 C 6.668 -0.465 3.236
39 C 6.396 -1.695 4.069
40 O 5.478 -1.743 4.850
41 C 7.332 -2.867 3.867
42 H 5.933 0.302 3.463
43 H 7.671 -0.085 3.440
44 H 6.619 -0.711 2.173
45 H 8.358 -2.572 4.095
46 H 7.307 -3.193 2.825
47 H 7.036 -3.688 4.515
48 C 1.026 0.597 -4.055
49 C 0.641 -0.697 -3.376
50 O -0.408 -0.825 -2.798
51 C 1.652 -1.823 -3.447
52 H 0.232 1.330 -3.931
53 H 1.946 0.989 -3.616
54 H 1.207 0.427 -5.118
55 H 2.592 -1.508 -2.991
56 H 1.855 -2.083 -4.488
57 H 1.263 -2.691 -2.921
58 C -8.119 -1.014 -1.163
59 C -6.852 -0.339 -0.669
60 O -6.857 0.330 0.336
61 C -5.618 -0.548 -1.506
62 H -8.941 -0.792 -0.487
63 H -8.362 -0.660 -2.166
64 H -7.971 -2.094 -1.220
65 H -5.788 -0.164 -2.514
66 H -5.399 -1.617 -1.579
67 H -4.766 -0.030 -1.078

The net atomic charges from Löwdin, expressed in e, are:
1. C -0.11
2. C -0.28
3. C -0.31
4. C -0.51
5. C -0.18
6. Nb 0.90
7. P 0.30
8. O -0.42
9. O -0.25
10. O -0.27
11. H 0.03
12. H 0.06
13. H 0.06
14. H 0.06
15. H 0.08
16. H 0.11
17. H 0.06
18. H 0.05
19. H 0.06
20. H 0.06
21. H 0.02
22. H -0.12
23. H -0.18
24. H -0.12
25. H -0.16
26. H 0.04
27. H 0.05
28. C -0.02
29. C -0.49
30. O 0.08
31. C -0.02
32. H 0.07
33. H 0.08
34. H 0.08
35. H 0.07
36. H 0.09
37. H 0.08
38. C -0.02
39. C -0.51
40. O 0.07
41. C -0.03
42. H 0.09
43. H 0.08
44. H 0.08
45. H 0.08
46. H 0.08
47. H 0.08
48. C -0.02
49. C -0.50
50. O 0.07
51. C -0.02
52. H 0.08
53. H 0.09
54. H 0.08
55. H 0.08
56. H 0.08
57. H 0.07
58. C -0.03
59. C -0.50
60. O 0.07
61. C -0.03
62. H 0.07
63. H 0.08
64. H 0.08
65. H 0.09
66. H 0.08
67. H 0.06

***

No. 2
A structure of composition C17H42MnO21S5 at a distorted geometry, computed with ωB97M-V/def2-TZVPD.

Spin multiplicity: 6
E_HOMO (alpha / beta): -9.4 / -9.5 eV
LUMO level (alpha / beta): -0.097 / -0.562 eV
Strongest force on any atom: 3.4 eV Å⁻¹
Expectation value of S²: 8.754

Geometry (Å):
1 Mn -1.631 1.634 2.019
2 O -4.554 -1.013 3.656
3 C -3.903 0.177 3.496
4 O -4.130 1.074 4.309
5 O -3.099 0.251 2.514
6 H -5.085 -0.776 4.428
7 O -0.278 -0.693 -0.733
8 C -0.584 0.187 0.219
9 O -0.494 -0.067 1.452
10 O -1.126 1.310 -0.055
11 H -0.574 -0.054 -1.433
12 O 6.489 1.363 0.091
13 S 5.429 0.936 0.940
14 O 4.630 1.836 1.718
15 O 4.506 -0.013 0.059
16 C 3.072 0.075 -0.026
17 C 2.663 1.098 -1.079
18 C 6.040 -0.329 2.005
19 H 2.748 0.413 0.962
20 H 2.652 -0.907 -0.223
21 H 3.129 2.055 -0.841
22 H 1.584 1.241 -1.048
23 H 2.993 0.787 -2.069
24 H 6.706 0.078 2.760
25 H 6.578 -1.036 1.377
26 H 5.196 -0.861 2.439
27 O 0.213 -5.644 -1.756
28 S 0.014 -4.538 -2.636
29 O 1.106 -3.860 -3.248
30 O -0.882 -4.994 -3.898
31 C -1.664 -6.179 -3.738
32 C -2.419 -6.443 -5.019
33 C -1.079 -3.349 -1.908
34 H -2.299 -6.158 -2.844
35 H -1.026 -7.046 -3.547
36 H -3.196 -5.732 -5.306
37 H -2.731 -7.478 -5.109
38 H -1.696 -6.209 -5.812
39 H -2.107 -3.683 -2.005
40 H -0.919 -2.398 -2.404
41 H -0.786 -3.267 -0.864
42 O 2.024 -1.667 3.057
43 S 1.903 -3.087 2.944
44 O 2.893 -3.970 3.444
45 O 0.524 -3.518 3.629
46 C -0.584 -2.595 3.612
47 C -1.482 -2.858 4.794
48 C 1.508 -3.450 1.241
49 H -1.138 -2.701 2.675
50 H -0.240 -1.562 3.618
51 H -1.056 -2.472 5.720
52 H -1.845 -3.882 4.838
53 H -2.369 -2.232 4.650
54 H 2.432 -3.305 0.679
55 H 0.667 -2.792 1.043
56 H 1.331 -4.511 1.071
57 O 1.662 3.697 3.468
58 S 0.983 3.989 2.253
59 O -0.022 3.095 1.730
60 O 0.317 5.414 2.348
61 C 0.715 6.348 3.396
62 C -0.534 7.074 3.852
63 C 2.174 4.183 0.963
64 H 1.504 7.005 3.036
65 H 1.119 5.725 4.193
66 H -0.837 7.660 2.981
67 H -0.307 7.739 4.681
68 H -1.346 6.393 4.093
69 H 2.743 3.255 0.951
70 H 2.833 5.006 1.229
71 H 1.636 4.389 0.041
72 O 0.049 2.802 -2.856
73 S -0.943 1.961 -3.420
74 O -0.883 0.531 -3.221
75 O -2.354 2.493 -2.949
76 C -3.549 1.881 -3.421
77 C -4.212 2.584 -4.587
78 C -0.974 2.126 -5.188
79 H -4.293 1.771 -2.631
80 H -3.353 0.830 -3.661
81 H -3.584 2.617 -5.472
82 H -4.494 3.601 -4.302
83 H -5.181 2.139 -4.815
84 H 0.053 1.958 -5.502
85 H -1.301 3.134 -5.435
86 H -1.674 1.415 -5.615

The net atomic charges from Löwdin, expressed in e, are:
1. Mn 1.16
2. O 0.08
3. C -0.79
4. O 0.01
5. O -0.11
6. H 0.11
7. O 0.11
8. C -0.75
9. O -0.06
10. O -0.08
11. H 0.08
12. O -0.26
13. S 0.57
14. O -0.28
15. O -0.26
16. C -0.23
17. C -0.04
18. C -0.12
19. H 0.11
20. H 0.11
21. H 0.07
22. H 0.06
23. H 0.09
24. H 0.08
25. H 0.07
26. H 0.07
27. O -0.27
28. S 0.58
29. O -0.26
30. O -0.26
31. C -0.30
32. C -0.07
33. C -0.10
34. H 0.12
35. H 0.12
36. H 0.08
37. H 0.08
38. H 0.08
39. H 0.08
40. H 0.06
41. H 0.05
42. O -0.29
43. S 0.57
44. O -0.26
45. O -0.25
46. C -0.27
47. C -0.05
48. C -0.11
49. H 0.12
50. H 0.10
51. H 0.08
52. H 0.08
53. H 0.07
54. H 0.07
55. H 0.05
56. H 0.08
57. O -0.24
58. S 0.62
59. O -0.33
60. O -0.25
61. C -0.23
62. C -0.06
63. C -0.08
64. H 0.13
65. H 0.11
66. H 0.08
67. H 0.09
68. H 0.09
69. H 0.04
70. H 0.09
71. H 0.09
72. O -0.24
73. S 0.58
74. O -0.29
75. O -0.23
76. C -0.27
77. C -0.07
78. C -0.11
79. H 0.13
80. H 0.12
81. H 0.06
82. H 0.09
83. H 0.09
84. H 0.08
85. H 0.08
86. H 0.07

***

No. 3
A cluster of 3 separate species, C17H42N4O7P in total at a distorted geometry, computed with ωB97M-V/def2-TZVPD.

Spin multiplicity: 1
Net charge: +1
E_HOMO: -12.1 eV
LUMO level: -4.043 eV
Strongest force on any atom: 2.1 eV Å⁻¹

Geometry (Å):
1 C -0.366 -0.211 3.705
2 C 0.855 0.286 2.936
3 O 1.092 1.446 2.886
4 O 1.682 -0.620 2.354
5 C 3.013 -0.092 2.178
6 C 3.939 -1.212 1.685
7 C 3.980 -1.395 0.150
8 C 2.712 -1.995 -0.497
9 C 1.584 -0.970 -0.788
10 C 1.566 -0.447 -2.262
11 N 1.149 0.983 -2.344
12 C 2.229 1.854 -2.387
13 N 2.697 2.337 -3.577
14 C 1.935 3.529 -4.110
15 C 0.702 3.965 -3.288
16 N 0.107 5.154 -3.967
17 N 2.805 2.202 -1.262
18 P 4.142 3.300 -1.061
19 O 5.067 3.344 -2.155
20 O 3.516 4.715 -0.623
21 O 4.888 2.709 0.243
22 H -0.139 -1.053 4.367
23 H -1.139 -0.451 2.961
24 H -0.770 0.593 4.325
25 H 3.343 0.357 3.122
26 H 2.993 0.710 1.420
27 H 4.966 -0.982 2.005
28 H 3.670 -2.143 2.205
29 H 4.803 -2.101 -0.043
30 H 4.276 -0.450 -0.340
31 H 3.024 -2.401 -1.472
32 H 2.301 -2.800 0.122
33 H 1.616 -0.090 -0.127
34 H 0.620 -1.462 -0.605
35 H 2.507 -0.630 -2.797
36 H 0.790 -1.019 -2.789
37 H 0.511 1.236 -1.590
38 H 2.630 1.554 -4.225
39 H 2.653 4.357 -4.181
40 H 1.611 3.272 -5.126
41 H -0.067 3.184 -3.338
42 H 0.954 4.286 -2.270
43 H 0.471 5.964 -3.473
44 H 0.464 5.210 -4.918
45 H 2.427 1.782 -0.410
46 H 3.227 4.630 0.305
47 H 5.216 3.446 0.787
48 C -4.496 -0.832 -0.770
49 C -3.249 -0.389 -0.023
50 C -3.573 0.631 1.049
51 O -2.307 0.170 -0.939
52 H -4.968 0.017 -1.273
53 H -4.243 -1.559 -1.544
54 H -5.222 -1.282 -0.094
55 H -2.768 -1.257 0.434
56 H -4.015 1.535 0.621
57 H -2.657 0.936 1.561
58 H -4.268 0.222 1.783
59 H -2.702 0.942 -1.360
60 C -4.373 -5.370 3.188
61 C -4.891 -4.002 2.773
62 C -5.676 -4.077 1.474
63 O -3.791 -3.101 2.616
64 H -3.698 -5.775 2.429
65 H -3.804 -5.298 4.116
66 H -5.193 -6.075 3.335
67 H -5.525 -3.596 3.562
68 H -5.043 -4.439 0.658
69 H -6.033 -3.087 1.186
70 H -6.535 -4.743 1.568
71 H -3.221 -3.451 1.921

The net atomic charges from Löwdin, expressed in e, are:
1. C 0.04
2. C -0.54
3. O 0.10
4. O -0.02
5. C -0.18
6. C -0.15
7. C -0.19
8. C -0.17
9. C -0.16
10. C -0.14
11. N 0.06
12. C -0.39
13. N 0.07
14. C -0.13
15. C -0.26
16. N 0.00
17. N 0.14
18. P 0.43
19. O -0.19
20. O -0.09
21. O -0.10
22. H 0.09
23. H 0.08
24. H 0.09
25. H 0.14
26. H 0.09
27. H 0.12
28. H 0.13
29. H 0.11
30. H 0.11
31. H 0.11
32. H 0.12
33. H 0.08
34. H 0.12
35. H 0.13
36. H 0.12
37. H 0.14
38. H 0.15
39. H 0.12
40. H 0.13
41. H 0.10
42. H 0.11
43. H 0.07
44. H 0.07
45. H 0.13
46. H 0.10
47. H 0.11
48. C -0.05
49. C -0.50
50. C -0.05
51. O -0.08
52. H 0.09
53. H 0.08
54. H 0.07
55. H 0.13
56. H 0.09
57. H 0.07
58. H 0.09
59. H 0.09
60. C -0.06
61. C -0.49
62. C -0.06
63. O -0.07
64. H 0.08
65. H 0.08
66. H 0.08
67. H 0.14
68. H 0.08
69. H 0.06
70. H 0.08
71. H 0.08